1.
This record from the Open Molecules 2025 dataset describes C36H59N5O6PS2Y as an isolated structure at a distorted geometry. The level of theory is ωB97M-V/def2-TZVPD.

Positions of all 110 atoms, in Å:
H (-2.525906, -0.625940, 2.072231)
C (0.353371, -3.356295, 2.011485)
O (1.530873, 0.117501, 4.581606)
H (-1.697505, -3.953261, 1.613882)
C (0.874424, -4.082654, 0.774925)
H (-2.212701, 1.918659, -4.856040)
N (2.694928, 2.963526, 0.827613)
C (4.064870, 0.817172, -2.256866)
C (-3.646941, -0.481682, -2.939983)
C (3.541068, -2.824154, -2.564945)
C (1.199346, -2.394573, -3.384698)
H (5.753312, 2.558600, -0.860636)
N (2.683316, -0.274333, 2.744450)
O (-1.343290, 1.109127, 0.536981)
S (-2.608549, -2.100742, -0.919599)
C (1.026433, -5.465397, 0.832964)
C (1.490111, -6.180893, -0.255797)
H (3.318210, 0.072015, 0.884696)
C (-3.204313, 0.206829, 2.260928)
H (3.087936, -1.530397, 1.249519)
O (-1.661515, -1.625163, 0.174719)
C (1.476108, -0.067994, 3.288673)
H (3.918719, -2.354317, -3.476967)
H (-0.195818, 1.218560, 4.973361)
H (0.112219, 3.040577, -1.649586)
H (3.995004, 4.273430, 1.835256)
H (0.652255, 3.953107, -3.070079)
C (-5.299387, 4.263798, -0.316645)
C (0.850752, 3.751173, -2.016617)
H (0.882635, 2.201396, 1.622734)
H (2.179299, -6.048560, -2.278848)
H (3.484265, -2.063882, -1.779271)
H (4.235551, 3.617900, -2.300299)
H (1.488961, -2.172727, -4.414182)
O (1.098131, -2.051528, -0.457400)
H (3.099404, 0.461330, -2.610448)
H (1.020170, -2.827913, 4.024314)
O (0.423837, -0.056035, 2.625844)
H (-5.615672, -0.202356, -0.212604)
H (-0.240976, 1.282050, -3.481956)
H (-1.451958, -3.247493, 3.224472)
H (-4.598294, -0.984622, -2.811768)
H (-3.966735, 0.309018, -0.390487)
H (-2.672635, 2.244084, -1.080314)
C (-3.412788, 2.776544, -0.492733)
H (3.082778, 4.227090, -3.483367)
H (-5.044237, -0.837046, 2.230222)
H (5.112050, 2.062933, 0.722750)
H (-5.203432, 0.842726, 1.798405)
C (-4.605186, -0.386694, 0.153235)
H (0.771519, -5.992697, 1.747273)
Y (0.272982, -0.500931, 0.353910)
C (-4.577204, -0.037056, 1.647552)
C (-1.204092, 0.812743, -3.317579)
H (4.734795, -0.038379, -2.189483)
H (4.256460, -3.585185, -2.251386)
C (-4.343412, 3.326612, 1.682007)
H (1.482596, -4.444437, 3.496508)
P (2.511426, 2.203462, -0.624188)
H (0.168028, -2.756696, -3.398473)
H (-3.274185, 0.353138, 3.340450)
N (2.733384, -0.589123, 1.388015)
C (-4.362204, 3.594104, -1.093117)
H (-0.387189, -0.553924, 5.060044)
H (1.599742, -7.256454, -0.199575)
H (0.196652, -2.310005, 1.761438)
C (-3.428590, 2.648080, 0.888055)
C (3.253420, 4.074744, -2.417989)
H (2.868049, 5.078178, 0.732513)
H (-4.365862, 3.707626, -2.170564)
C (-3.519416, 0.507204, -3.905950)
H (4.473616, 1.522070, -2.985263)
C (1.562293, 3.034325, 1.763049)
H (3.260501, 5.052376, -1.928950)
H (0.998433, 3.962553, 1.627716)
H (0.743589, 4.691859, -1.466120)
C (5.232841, 1.765645, -0.315360)
C (1.811583, -5.497984, -1.419121)
H (1.234185, -1.462381, -2.819418)
N (3.938262, 1.423877, -0.914418)
C (-5.289012, 4.132735, 1.068025)
H (-4.319272, 3.236928, 2.764269)
H (-0.908288, -4.889571, 2.882353)
C (3.499095, 4.194612, 0.867747)
S (-2.209144, 1.633289, 1.678096)
C (-4.240645, -1.832520, -0.220387)
H (-6.039256, 4.896959, -0.789870)
O (1.379585, 1.208794, -0.539784)
H (3.496722, -0.325912, 3.338624)
H (-4.236154, -2.509228, 0.639051)
C (-1.009742, -3.890182, 2.456683)
C (1.211760, -3.410531, -0.408599)
H (-4.924272, -2.266249, -0.954394)
H (2.346024, -3.057270, 2.857607)
H (1.938992, 3.016895, 2.788270)
H (-6.011260, 4.667098, 1.671251)
H (0.525930, 0.307847, 6.326620)
C (1.358661, -3.413241, 3.162091)
N (2.205987, 3.199297, -1.885665)
H (-4.373496, 0.763852, -4.520305)
C (0.269600, 0.284126, 5.275328)
H (2.253681, -4.227867, -3.532228)
C (2.153274, -3.433937, -2.789923)
H (5.863845, 0.877736, -0.343791)
H (-0.464341, -0.473919, -1.795931)
C (-1.332334, -0.167503, -2.350392)
H (4.264026, 4.202462, 0.095750)
C (-2.551864, -0.800973, -2.151074)
C (1.683117, -4.117031, -1.517866)
C (-2.304821, 1.156662, -4.092454)

Atomic forces in eV per Å
0.023 -0.049 0.087
0.070 -0.406 -0.218
-0.126 0.044 0.152
0.006 0.013 0.012
-0.110 -0.009 0.237
-0.006 -0.028 0.018
-0.236 0.188 0.258
0.041 0.007 0.188
-0.065 0.006 -0.051
-0.019 0.005 0.022
0.001 -0.028 -0.004
-0.013 0.005 0.000
0.058 0.109 -0.033
-0.396 0.494 0.302
0.050 0.047 0.035
-0.037 -0.020 0.026
-0.001 0.035 -0.023
0.052 0.021 -0.076
-0.002 0.054 -0.086
-0.057 -0.086 -0.024
-0.284 -0.223 -0.154
-0.214 -0.113 0.026
-0.021 -0.007 0.024
-0.007 0.029 -0.024
0.048 -0.028 0.008
0.006 -0.003 0.013
-0.004 -0.007 -0.002
0.005 -0.010 0.004
0.117 0.049 -0.023
0.004 -0.040 -0.038
-0.013 0.025 0.037
0.005 -0.016 -0.032
-0.049 0.021 0.016
-0.012 -0.022 0.015
1.059 -2.510 -1.054
-0.028 0.024 0.037
0.006 -0.038 -0.052
0.156 0.013 0.351
-0.013 0.007 0.014
-0.060 -0.004 0.032
0.037 -0.035 -0.013
0.051 0.035 -0.013
-0.037 -0.043 -0.016
-0.037 0.041 0.035
-0.058 0.076 -0.014
-0.006 -0.001 -0.026
-0.008 0.007 -0.028
-0.033 0.035 0.014
0.012 -0.015 0.017
0.072 -0.011 0.081
0.017 0.033 -0.059
-0.144 2.352 1.289
0.009 -0.109 -0.079
0.004 0.015 -0.092
0.007 -0.007 0.008
-0.002 0.012 -0.009
0.026 0.074 0.025
0.017 0.034 0.002
0.066 -0.516 -0.078
0.018 0.021 0.008
-0.053 -0.003 -0.021
-0.069 -0.011 0.102
0.005 -0.027 0.013
0.004 -0.045 -0.017
-0.001 0.051 -0.014
0.025 0.009 0.116
0.041 0.054 -0.108
-0.056 -0.051 -0.083
0.002 -0.017 -0.009
-0.012 0.000 0.048
0.020 0.018 -0.023
-0.001 -0.004 0.014
0.174 0.047 0.001
-0.022 -0.002 -0.013
0.005 -0.001 -0.020
0.015 -0.004 -0.008
-0.091 -0.100 -0.009
-0.018 -0.053 -0.019
0.009 -0.032 -0.029
0.113 0.195 -0.297
-0.023 0.019 -0.011
-0.002 0.003 -0.068
-0.025 0.017 -0.016
-0.053 -0.039 0.037
-0.002 -0.157 -0.035
-0.042 0.083 0.068
0.036 -0.013 0.019
0.013 0.259 -0.093
0.034 -0.026 0.032
-0.058 0.003 -0.021
0.002 0.000 0.048
0.031 0.214 0.048
-0.025 0.020 0.061
-0.024 -0.017 0.016
0.025 0.007 -0.008
0.011 -0.015 -0.024
0.030 0.006 0.035
-0.007 0.020 0.041
-0.093 0.303 -0.146
0.041 -0.008 0.024
0.061 0.038 -0.044
0.043 -0.028 -0.025
0.011 0.059 0.044
0.019 -0.022 -0.001
0.146 -0.160 -0.378
-0.373 -0.006 -0.081
0.018 -0.048 0.011
0.114 -0.035 -0.005
0.071 -0.049 -0.220
-0.015 -0.002 -0.003

Computed properties:
Net charge: +2
Relative energy (zero: lowest compared OMol25 entry of this formula, charge and spin): 128.36 kJ/mol
Kohn-Sham gap: 0.2978 Ha
LUMO: -4.08 eV



2.
This record from the Open Molecules 2025 dataset describes a 2-piece molecular cluster, C4H12S2 overall at a distorted geometry. The level of theory is ωB97M-V/def2-TZVPD.

Positions of all 18 atoms, in Å:
H (-1.764291, -1.134571, -0.509058)
S (0.955250, -2.526450, -0.435102)
C (-2.064225, 0.645167, 0.526997)
H (-0.896999, 0.354138, -1.195973)
C (-1.399478, 2.150895, 0.839615)
C (-1.854532, -0.044267, -0.780947)
H (1.236290, -3.410750, 0.562343)
H (-1.983820, 2.520871, 1.749872)
H (3.856269, -1.863052, -0.413297)
H (4.239593, -0.061612, 0.130029)
H (-1.855736, -0.141130, 1.355805)
H (-3.127596, 0.847875, 0.645245)
H (-2.568604, 0.150985, -1.589066)
H (-1.664876, 2.653493, -0.174755)
H (3.732872, -0.571203, -1.428267)
C (3.578022, -0.842818, -0.388168)
S (1.873441, -0.718229, 0.155895)
H (-0.291584, 1.990658, 0.948835)

Atomic forces in eV per Å
-0.054 1.032 -1.120
0.516 0.521 0.049
-0.472 0.980 2.923
-0.284 -0.851 0.132
-1.321 -2.731 -1.743
1.775 -0.343 -0.612
0.142 0.595 -0.056
1.282 -0.077 -1.422
0.821 -0.929 0.946
-0.953 -1.669 -0.026
0.047 1.678 -1.019
-0.239 -0.094 0.115
-0.257 -0.154 0.495
0.654 -0.109 2.100
-0.601 0.300 -0.395
0.808 1.830 -0.738
-0.715 -0.663 0.246
-1.148 0.683 0.124

Computed properties:
SMILES: CCC.CSS
Relative energy (zero: lowest compared OMol25 entry of this formula, charge and spin): 132.22 kJ/mol
Kohn-Sham gap: 0.3496 Ha
LUMO: 0.38 eV



3.
This record from the Open Molecules 2025 dataset describes C3H7INO as an isolated structure at a distorted geometry. The level of theory is ωB97M-V/def2-TZVPD.

Positions of all 13 atoms, in Å:
O (0.697535, 0.414424, -2.149137)
H (0.371125, -1.576756, 1.848776)
H (1.424463, -0.127784, -0.220904)
H (-1.174696, 1.073381, 1.000304)
H (-0.424732, -1.126581, -1.681410)
H (-1.188820, -1.505679, 0.802899)
I (1.418456, 2.234068, -1.787565)
H (-1.204822, 0.477928, -1.008979)
C (-0.237797, 0.480041, 1.297410)
C (-0.292193, -0.056679, -1.340325)
N (0.401445, -0.199693, 0.109941)
C (-0.167629, -1.033361, 1.131243)
H (0.377666, 0.946693, 1.997747)

Atomic forces in eV per Å
-0.810 0.310 -0.066
1.158 -0.688 0.350
-1.470 -0.336 1.781
1.499 -1.173 0.554
-0.431 1.224 0.410
2.256 0.683 0.598
-0.014 0.442 -0.088
0.353 0.180 -1.317
-1.826 -0.896 -2.216
0.771 -1.949 1.672
1.625 0.809 -1.983
-4.275 0.801 -0.497
1.164 0.593 0.803

Computed properties:
Net charge: +1
Relative energy (zero: lowest compared OMol25 entry of this formula, charge and spin): 256.51 kJ/mol
Kohn-Sham gap: 0.3298 Ha
LUMO: -5.01 eV



Which of these has the lowest relative energy (zero: lowest compared OMol25 entry of this formula, charge and spin)?
C36H59N5O6PS2Y